[1]
7
Properties=species:S:1:pos:R:3:nbo_charge:R:1 method="wB97M-V/def2-TZVPD" max_force_ev_per_a=4.58 orbital_gap_ev=10.14 e_tot_ha=-936.3147 e_homo_ev=-9.34
C 0.21155 -0.67878 0.35350 -0.53
C -0.03048 0.70659 -0.21505 -0.40
S -0.63259 0.45659 1.44605 0.20
Cl -1.08398 0.72134 -1.59347 0.01
H -0.59689 -1.45914 -0.40357 0.24
H 1.19956 -1.02922 0.80330 0.25
H 0.93282 1.28261 -0.39075 0.24

---

[2]
35
Properties=species:S:1:pos:R:3:lowdin_spin:R:1 method="wB97M-V/def2-TZVPD" max_force_ev_per_a=0.48 total_charge=+2 multiplicity=4 orbital_gap_ev="6.48 / 4.86" e_tot_ha=-1889.2562 e_homo_ev="-14.60 / -14.62"
Tc -0.12106 -0.20535 0.14723 1.74
O -5.66899 1.90772 1.80265 0.24
C -4.63667 1.53283 1.46412 0.13
C -3.22115 1.36036 2.38216 0.10
O -3.20198 1.66673 3.51207 0.20
C -2.29583 0.83754 1.41694 0.03
C -2.74853 0.64370 0.14220 0.03
O -1.95438 0.15353 -0.74167 0.06
C -4.15442 1.01141 -0.07067 0.10
O -4.89466 1.01178 -0.97040 0.18
O -1.01415 0.53931 1.67096 0.07
I -2.78928 -5.56871 -0.92702 0.00
C -1.44800 -4.13746 -0.33558 0.01
C -0.24277 -4.33244 0.33880 0.03
N 0.32285 -3.14892 0.53373 0.00
N -0.42996 -2.16276 -0.01137 0.00
C -1.52528 -2.77486 -0.53567 0.01
H 0.24007 -5.24216 0.65885 0.00
H 1.26513 -2.90501 0.84748 0.00
H -2.28300 -2.19779 -1.03670 0.00
C 5.27592 -2.85545 2.43160 0.00
C 4.90073 -2.23972 1.08190 0.00
C 3.79380 -1.24410 1.19344 0.01
N 2.59367 -1.43091 0.77800 -0.01
N 1.76008 -0.34075 1.01625 0.02
C 2.37653 0.63035 1.69056 0.03
N 1.77295 1.74599 2.10036 0.02
S 4.03587 0.29994 1.97116 0.00
H 6.11611 -3.53363 2.30063 0.00
H 4.44426 -3.41958 2.85289 0.00
H 5.57463 -2.09639 3.15529 0.00
H 4.57043 -3.00298 0.37710 0.00
H 5.76627 -1.74432 0.63664 0.00
H 0.76813 1.78371 2.17593 0.00
H 2.28779 2.44914 2.60594 0.00

---

[3]
83
Properties=species:S:1:pos:R:3:lowdin_charge:R:1 method="wB97M-V/def2-TZVPD" max_force_ev_per_a=0.53 total_charge=+1 orbital_gap_ev=9.67 e_tot_ha=-3725.1068 e_homo_ev=-12.08
C -2.35585 3.97690 3.86425 -0.03
N -1.12544 3.61831 3.07451 -0.08
C 0.14574 3.89504 3.84824 -0.05
C 0.80193 2.67750 4.45994 -0.16
O 0.82809 1.57198 3.60180 -0.02
C -0.45134 1.10971 3.22392 -0.61
C -1.24579 0.54005 4.39186 0.03
O -0.22563 0.08267 2.32511 0.05
C -1.14988 2.24165 2.42325 -0.51
Cl -2.79653 1.80321 1.99352 0.81
H -2.15139 4.84100 4.48436 0.11
H -2.66529 3.15180 4.48827 0.06
H -3.13924 4.23527 3.16378 0.09
H -1.11142 4.26638 2.29102 0.18
H 0.82941 4.40359 3.17375 0.14
H -0.08987 4.59126 4.64679 0.13
H 1.83613 2.94866 4.65639 0.15
H 0.35592 2.43221 5.42661 0.13
H -2.16077 1.07929 4.61648 0.06
H -1.52546 -0.47757 4.13678 0.10
H -0.62928 0.48664 5.28396 0.10
H 0.52435 0.34461 1.77298 0.10
H -0.63701 2.33734 1.47078 0.08
C 0.17944 -0.37639 -2.95595 -0.20
C 1.11502 0.68784 -3.54814 -0.20
C 1.03345 1.92776 -2.64546 -0.21
S 0.64166 1.30160 -1.01159 0.68
O -0.65988 1.78967 -0.59606 -0.35
O 1.74942 1.48649 -0.09762 -0.33
C 0.49191 -0.42031 -1.46504 -0.21
H 0.33388 -1.35313 -3.41025 0.10
H -0.86465 -0.09347 -3.10882 0.12
H 2.12842 0.28966 -3.56260 0.08
H 0.84403 0.93297 -4.57288 0.12
H 1.97141 2.47383 -2.58179 0.10
H 0.23094 2.60402 -2.93436 0.11
H -0.28579 -0.88504 -0.86122 0.12
H 1.45494 -0.89291 -1.27118 0.12
C 6.17154 -0.96366 -2.77740 -0.21
C 6.40934 -2.44059 -3.11758 -0.20
C 5.28925 -2.87472 -4.06965 -0.22
S 4.79047 -1.39503 -4.96733 0.67
O 3.41567 -1.10838 -4.61198 -0.34
O 5.17173 -1.49758 -6.35002 -0.31
C 5.89025 -0.27270 -4.10787 -0.22
H 7.02979 -0.52016 -2.27601 0.12
H 5.30828 -0.86551 -2.11531 0.12
H 7.37756 -2.54928 -3.60923 0.12
H 6.42121 -3.06514 -2.22653 0.12
H 5.61585 -3.61612 -4.79514 0.11
H 4.42130 -3.24206 -3.52410 0.06
H 5.40357 0.69567 -4.01434 0.11
H 6.79135 -0.18167 -4.71273 0.11
C 0.64756 -6.44259 -4.81681 -0.21
C 1.66306 -5.63525 -5.64091 -0.20
C 1.88099 -4.30822 -4.90582 -0.21
S 1.57920 -4.63304 -3.16864 0.67
O 0.42528 -3.87628 -2.74588 -0.32
O 2.81765 -4.52647 -2.43249 -0.33
C 1.11499 -6.34964 -3.36483 -0.22
H 0.58957 -7.47806 -5.14636 0.12
H -0.34685 -6.00294 -4.91439 0.12
H 2.60370 -6.18570 -5.69868 0.12
H 1.32082 -5.46523 -6.65952 0.12
H 2.89115 -3.92422 -5.00073 0.07
H 1.16981 -3.54647 -5.21787 0.11
H 0.34995 -6.59269 -2.63161 0.11
H 2.00730 -6.94962 -3.18962 0.11
C -7.23915 3.29373 4.04419 -0.21
C -6.99357 1.77978 4.12249 -0.20
C -5.76434 1.56132 5.01453 -0.21
S -5.72971 2.95146 6.15972 0.67
O -4.54069 3.73807 5.90063 -0.34
O -6.01088 2.50075 7.49272 -0.30
C -7.14330 3.80849 5.47739 -0.22
H -8.20729 3.52541 3.60505 0.12
H -6.47070 3.76551 3.42702 0.11
H -7.86167 1.29162 4.56697 0.12
H -6.84238 1.34255 3.13707 0.12
H -5.81640 0.64482 5.59615 0.11
H -4.83760 1.58334 4.44206 0.07
H -6.97927 4.88011 5.55921 0.11
H -8.00997 3.51629 6.06878 0.11

---

[4]
11
Properties=species:S:1:pos:R:3:nbo_charge:R:1 method="wB97M-V/def2-TZVPD" max_force_ev_per_a=3.09 orbital_gap_ev=11.37 e_tot_ha=-471.0186 e_homo_ev=-10.37
C 0.07884 -1.02290 1.65823 -0.49
C -0.35495 -0.06181 0.86725 0.34
F -1.60470 0.51131 0.97260 -0.34
C 0.41340 0.35641 -0.55239 0.76
N -0.44436 0.36549 -1.68883 -0.88
F 1.07088 1.50957 -0.31497 -0.35
F 1.52327 -0.41019 -0.85951 -0.35
H -0.54402 -1.11169 2.67077 0.24
H 1.04769 -1.51135 1.35825 0.25
H -1.28172 1.04272 -1.58896 0.41
H 0.09567 0.33245 -2.52245 0.40

---

[5]
47
Properties=species:S:1:pos:R:3:lowdin_spin:R:1 method="wB97M-V/def2-TZVPD" max_force_ev_per_a=3.68 multiplicity=2 orbital_gap_ev="5.46 / 5.59" e_tot_ha=-2649.6476 e_homo_ev="-7.98 / -8.20"
Ru -0.24876 -1.20062 -0.59535 -0.02
C 1.12535 4.39126 -0.08674 0.00
C 1.44977 3.79478 -1.36698 0.01
C 1.63403 2.55825 -1.86949 0.01
C 0.27060 1.43192 0.73974 0.00
C 0.48717 2.50242 1.48985 0.00
C 0.80059 3.85786 1.11317 0.00
N -0.43605 0.21650 0.95009 0.01
N -1.66001 0.63603 1.16578 0.00
C -2.61193 -0.05741 0.49875 0.01
C -3.97645 0.25039 0.72114 0.00
C -4.91552 -0.36334 -0.05277 0.00
C -4.51143 -1.27356 -1.05865 0.00
C -3.19061 -1.57371 -1.27789 0.00
C -2.18812 -0.97585 -0.48678 0.02
H 1.24751 5.46820 -0.08757 0.00
H 1.79428 4.54270 -2.08202 0.00
H 2.20328 0.61742 -0.90865 0.01
H 0.23546 2.36311 2.54113 0.00
H 0.72335 4.55371 1.93898 0.00
H -4.23401 0.97107 1.48571 0.00
H -5.96718 -0.15323 0.08641 0.00
H -5.27178 -1.74047 -1.67293 0.00
H -2.89858 -2.27922 -2.04500 0.00
Cl -0.04249 -1.82120 -2.98878 0.00
C -0.76096 0.55760 -1.59597 -0.04
Cl 0.67416 1.14834 -1.16392 0.00
H -1.62104 0.86597 -2.16928 0.00
H 1.12311 0.34037 -2.54507 0.02
O 1.72406 -0.97691 2.73410 0.00
C 2.10944 -0.94692 1.46590 0.00
C 2.87295 0.09357 1.01111 0.01
C 3.21483 0.16371 -0.37253 0.00
C 2.86851 -0.86730 -1.27305 0.01
C 2.10704 -1.92883 -0.80736 0.00
C 1.70396 -1.97111 0.53955 0.01
C 1.41227 -3.36049 1.06645 0.00
O 2.17241 -3.89150 1.82550 0.01
O 0.38698 -4.00970 0.50493 0.04
H 1.00356 -1.63241 2.86094 0.00
H 3.19407 0.86194 1.69787 0.00
H 3.82993 0.98321 -0.72664 0.00
H 3.17528 -0.81132 -2.30888 0.00
H 1.93837 -2.80643 -1.41551 0.00
O -0.66399 -2.44075 2.70270 0.35
S -1.55450 -2.97419 1.61909 0.49
N -0.72892 -3.11385 0.19891 0.06

---

[6]
12
Properties=species:S:1:pos:R:3:nbo_charge:R:1 method="wB97M-V/def2-TZVPD" max_force_ev_per_a=1.63 orbital_gap_ev=8.89 e_tot_ha=-985.6488 e_homo_ev=-8.15
C 0.72149 1.35782 -0.08246 -0.69
C -0.03942 0.08209 -0.23050 0.41
N 0.50623 -1.07012 -0.28025 -0.63
S 2.18960 -1.22436 -0.06921 0.15
N -1.42276 0.14886 -0.07518 -0.77
S -2.42425 -1.17469 -0.17028 0.22
H 1.34426 1.43870 -0.97739 0.24
H -0.03435 2.13792 0.05621 0.22
H 1.40663 1.28325 0.80079 0.25
H 2.21479 -2.55189 -0.03046 0.12
H -1.91519 1.02926 -0.06455 0.40
H -2.54704 -1.45683 1.12328 0.09